Model 1:
The following is a quantum chemistry calculation of a cluster of 9 separate species, H19O9 in total, from the OMol25 dataset.

HOMO energy = -14.071 eV
LUMO energy = -2.848 eV
total charge = +1
frontier orbital gap = 11.22 eV

Cartesian coordinates (Å):
O (-1.38, 0.53, -1.93)
H (2.37, 3.20, -1.04)
H (4.00, -1.56, 0.08)
O (2.31, 2.55, -0.49)
H (0.83, 2.03, 4.29)
O (-2.03, 0.04, 0.42)
H (-3.50, -2.83, -0.16)
O (3.40, -0.97, -0.06)
O (-0.26, -1.20, 2.08)
H (-2.06, 1.26, -1.88)
H (-1.48, -0.42, -0.32)
H (1.28, 1.32, -2.32)
H (1.67, 0.64, 4.00)
H (-0.71, 0.52, -2.70)
H (1.14, 2.21, -3.77)
H (-1.06, -0.34, 0.98)
O (0.72, 1.56, -3.15)
H (3.78, -0.41, -0.80)
O (-0.33, -1.17, -1.22)
H (-1.25, -1.14, -1.67)
H (-2.53, -0.99, 0.60)
H (-0.43, -0.88, 2.97)
H (1.52, 2.79, -0.12)
O (0.68, 0.98, 4.29)
O (-3.41, -2.30, 0.56)
H (0.60, -1.70, 2.18)
H (-4.10, -2.54, 1.23)
H (0.23, -1.17, -2.03)

=====

Model 2:
The following is a quantum chemistry calculation of a cluster of 9 separate species, H19O9 in total, from the OMol25 dataset.

HOMO energy = -13.661 eV
LUMO energy = -3.303 eV
total charge = +1
frontier orbital gap = 10.36 eV

Cartesian coordinates (Å):
H (0.75, -1.53, -2.36)
H (3.55, -0.03, -2.06)
H (-2.82, -1.78, 1.97)
H (-2.30, 1.88, 1.93)
H (0.97, -0.64, 3.33)
H (0.10, -0.52, -0.41)
H (0.37, -0.07, 1.25)
H (-2.59, 1.73, 0.38)
O (-3.15, -2.30, 1.19)
H (1.62, 0.83, 3.33)
O (1.05, 0.26, 2.91)
H (-1.24, -0.08, 0.60)
H (0.36, -0.12, -2.65)
H (3.69, -0.15, 0.90)
O (0.37, 1.96, -0.22)
O (-0.31, -0.46, 0.59)
O (3.44, -0.93, -2.33)
H (0.60, 1.60, -1.06)
H (-3.29, 0.68, -2.38)
O (0.67, -0.73, -2.05)
O (-2.67, 0.10, -1.93)
O (-2.59, 1.21, 1.33)
H (-2.44, -3.01, 0.98)
H (2.51, -1.07, -1.97)
H (0.90, 2.70, 0.12)
O (2.86, 0.10, 0.35)
H (2.47, 0.83, 0.87)
H (-2.89, -0.49, -2.61)

=====

Model 3:
The following is a quantum chemistry calculation of a cluster of 9 separate species, H19O9 in total, from the OMol25 dataset.

HOMO energy = -14.554 eV
LUMO energy = -2.850 eV
total charge = +1
frontier orbital gap = 11.70 eV

Cartesian coordinates (Å):
H (0.75, 0.83, -3.38)
H (-2.03, 0.73, 0.38)
H (4.13, 0.41, 0.21)
O (-2.00, 1.38, -0.34)
H (-0.65, 1.94, -0.66)
H (-1.24, 0.02, 2.91)
H (0.31, -2.57, 3.14)
O (0.24, 2.34, -0.96)
H (0.75, 2.57, -0.13)
H (-1.25, -2.92, 0.85)
H (-2.10, -3.53, -0.21)
H (3.30, -0.76, -0.52)
O (-1.27, -1.16, -2.30)
H (1.45, 1.25, 1.71)
O (-1.51, 0.02, 1.98)
O (0.61, -2.33, 2.28)
H (0.14, -0.11, -2.24)
O (3.27, 0.04, 0.04)
H (-2.60, 2.09, -0.19)
O (0.83, 0.56, -2.46)
H (1.05, 2.61, 2.35)
O (1.31, 2.19, 1.53)
O (-1.53, -2.77, -0.07)
H (-2.23, -0.92, -2.23)
H (1.47, -2.72, 2.03)
H (-1.10, -0.78, 1.58)
H (0.74, 1.65, -1.58)
H (-1.08, -1.66, -1.47)

=====

model 3 is the most stable structure shown above.